ORCA calculation (ωB97M-V/def2-TZVPD) on C5H7NO in the gas phase.

Last column: natural (NBO) charge in e.
Positions of all 14 atoms, in Å:
C 1.20 0.15 1.41  -0.381
C 1.12 -0.84 0.53  -0.224
C -0.13 -1.34 -0.14  -0.105
O -1.34 -0.71 0.26  -0.497
C -1.70 0.44 -0.36  0.307
N -0.90 1.30 -0.81  -0.411
C -0.05 2.20 -1.02  -0.024
H 0.32 0.71 1.73  0.204
H 2.16 0.45 1.84  0.206
H 2.02 -1.36 0.22  0.204
H -0.26 -2.40 0.08  0.205
H -0.03 -1.25 -1.23  0.186
H -2.77 0.55 -0.48  0.186
H 0.37 2.11 -2.04  0.146

Summary:
* frontier orbital gap: 8.9 eV
* lowest unoccupied orbital energy: 0.916 eV
* spin multiplicity: 1
* energy above the lowest of the compared OMol25 structures with the same formula, charge and spin: 390.9 kJ/mol
* electronic energy: -8832.15178 eV



ORCA calculation (ωB97M-V/def2-TZVPD) on a molecular structure, C2H4NO3P at a distorted geometry.

Last column: natural (NBO) charge in e.
Positions of all 11 atoms, in Å:
C 1.01 -0.72 -0.55  0.360
C -0.39 -0.25 -1.03  -0.238
N -0.89 0.70 0.06  -0.995
O 1.77 -1.33 -1.23  -0.172
O 1.23 -0.43 0.70  -0.738
O 0.64 1.65 2.04  -1.033
P 0.10 0.49 1.33  2.122
H -0.39 0.12 -2.00  0.218
H -1.14 -1.24 -1.01  0.170
H -1.28 1.62 -0.16  0.434
H -0.66 -0.60 1.86  -0.129

Summary:
* frontier orbital gap (spin up / spin down): 6.4 / 7.1 eV
* lowest unoccupied orbital energy (spin up / spin down): 0.744 / -3.653 eV
* spin multiplicity: 3
* energy above the lowest of the compared OMol25 structures with the same formula, charge and spin: 25.1 kJ/mol
* electronic energy: -19055.80293 eV



ORCA calculation (ωB97M-V/def2-TZVPD) on a molecular structure, C54H52Cl4Ge2O3RuS4.

Last column: Löwdin charge in e.
Positions of all 120 atoms, in Å:
Ru 0.30 -2.36 1.64  0.833
C 2.14 4.93 4.19  -0.043
C 2.63 4.17 2.99  -0.258
C 2.27 4.55 1.70  -0.016
C 2.70 3.85 0.59  -0.238
C 2.31 4.29 -0.80  -0.023
C 3.51 2.72 0.76  -0.182
C 3.90 2.32 2.05  -0.220
C 4.82 1.16 2.29  -0.056
C 3.45 3.06 3.14  -0.003
C 3.96 1.96 -0.43  -0.232
C 5.10 2.35 -1.14  -0.022
C 5.52 1.63 -2.24  -0.051
C 4.82 0.51 -2.65  -0.016
C 3.69 0.08 -1.96  -0.214
C 3.25 0.83 -0.86  -0.198
Ge 1.70 0.29 0.27  0.143
S 2.16 -0.96 2.04  0.203
S 0.06 -0.98 -0.74  0.285
Ge -1.34 0.25 0.64  0.130
S -1.49 -1.04 2.44  0.155
S 0.22 1.89 0.92  0.400
C -2.90 0.80 -0.50  -0.206
C -3.96 -0.09 -0.79  -0.222
C -4.82 0.21 -1.85  -0.027
C -4.67 1.38 -2.58  -0.048
C -3.71 2.30 -2.21  -0.024
C -2.82 2.03 -1.16  -0.213
C -1.97 3.18 -0.73  -0.200
C -2.18 3.76 0.53  -0.264
C -3.14 3.18 1.54  -0.029
C -1.53 4.95 0.84  -0.015
C -0.69 5.59 -0.06  -0.274
C -0.04 6.90 0.27  -0.050
C -0.49 4.99 -1.30  -0.047
C -1.10 3.79 -1.64  -0.230
C -0.81 3.19 -2.99  -0.030
C -4.37 -1.22 0.09  -0.147
C -3.91 -2.53 -0.07  -0.219
C -2.99 -2.91 -1.19  -0.038
C -4.37 -3.52 0.79  -0.012
C -5.30 -3.26 1.78  -0.260
C -5.81 -4.35 2.68  -0.046
C -5.79 -1.97 1.89  -0.012
C -5.35 -0.94 1.06  -0.199
C -5.99 0.42 1.22  -0.024
C 3.00 -1.17 -2.39  -0.174
C 3.34 -2.39 -1.80  -0.205
C 4.39 -2.48 -0.73  -0.028
C 2.68 -3.54 -2.22  -0.010
C 1.70 -3.51 -3.20  -0.266
C 0.98 -4.76 -3.61  -0.043
C 1.39 -2.28 -3.79  -0.027
C 2.03 -1.12 -3.40  -0.255
C 1.65 0.20 -4.02  -0.029
H 1.71 5.89 3.90  0.073
H 2.96 5.11 4.89  0.079
H 1.38 4.36 4.71  0.084
H 1.63 5.42 1.56  0.093
H 1.72 5.20 -0.75  0.039
H 1.71 3.52 -1.28  0.073
H 3.19 4.46 -1.42  0.094
H 4.98 0.57 1.39  0.065
H 4.42 0.50 3.06  0.048
H 5.80 1.52 2.63  0.090
H 3.76 2.76 4.14  0.125
H 5.65 3.22 -0.80  0.125
H 6.40 1.95 -2.78  0.107
H 5.16 -0.07 -3.50  0.125
H -5.62 -0.48 -2.07  0.128
H -5.34 1.59 -3.40  0.108
H -3.65 3.26 -2.70  0.123
H -4.07 2.89 1.07  0.073
H -3.35 3.91 2.32  0.083
H -2.72 2.30 2.03  0.059
H -1.69 5.40 1.82  0.118
H -0.31 7.23 1.27  0.080
H -0.35 7.67 -0.44  0.086
H 1.05 6.83 0.22  0.062
H 0.16 5.47 -2.03  0.128
H 0.24 3.34 -3.25  0.075
H -1.41 3.67 -3.77  0.087
H -1.03 2.12 -3.00  0.078
H -2.79 -2.08 -1.86  0.069
H -3.42 -3.73 -1.77  0.089
H -2.04 -3.28 -0.80  0.054
H -3.99 -4.53 0.66  0.100
H -5.24 -5.27 2.55  0.055
H -6.86 -4.57 2.45  0.083
H -5.76 -4.04 3.72  0.081
H -6.54 -1.74 2.64  0.122
H -6.08 0.67 2.28  0.085
H -6.99 0.41 0.79  0.091
H -5.42 1.20 0.72  0.052
H 4.48 -1.56 -0.16  0.056
H 5.37 -2.71 -1.17  0.093
H 4.14 -3.28 -0.03  0.035
H 2.95 -4.49 -1.77  0.096
H 1.25 -5.60 -2.97  0.072
H 1.22 -5.02 -4.64  0.082
H -0.10 -4.61 -3.55  0.078
H 0.62 -2.24 -4.54  0.121
H 0.76 0.09 -4.64  0.080
H 2.46 0.59 -4.64  0.088
H 1.44 0.95 -3.25  0.065
Cl 2.49 -8.80 1.25  0.703
C 1.49 -7.41 1.36  -0.695
C 0.12 -7.56 1.70  -0.690
Cl -0.52 -9.13 1.98  0.707
C -0.70 -6.46 1.81  -0.608
Cl -2.36 -6.63 2.23  0.745
C -0.19 -5.16 1.61  -0.357
O -0.88 -4.09 1.72  -0.178
C 1.20 -5.01 1.24  -0.348
O 1.63 -3.82 1.05  -0.188
C 2.01 -6.16 1.13  -0.599
Cl 3.67 -5.97 0.73  0.756
O 0.68 -3.24 4.08  -0.091
H 1.47 -2.81 4.41  0.044
H -0.08 -2.84 4.52  0.042

Summary:
* frontier orbital gap (spin up / spin down): 7.5 / 5.7 eV
* lowest unoccupied orbital energy (spin up / spin down): -0.341 / -2.368 eV
* spin multiplicity: 5
* energy above the lowest of the compared OMol25 structures with the same formula, charge and spin: 16.6 kJ/mol
* electronic energy: -272035.75659 eV



ORCA calculation (ωB97M-V/def2-TZVPD) on 8 unconnected molecules or ions with the total composition H16O8 at a distorted geometry.

Last column: natural (NBO) charge in e.
Positions of all 24 atoms, in Å:
O -0.20 -3.49 0.74  -0.935
H -0.93 -4.08 0.58  0.483
H -0.53 -2.73 1.18  0.465
O 0.93 0.28 0.38  -0.948
H 0.66 -0.56 0.04  0.463
H 0.25 0.51 0.96  0.473
O -0.22 2.59 -1.30  -0.941
H -1.07 2.62 -0.92  0.464
H 0.41 2.99 -0.73  0.478
O 1.12 -3.10 -1.83  -0.976
H 1.06 -2.30 -2.34  0.469
H 0.58 -3.05 -1.02  0.494
O 3.20 0.11 -1.66  -0.958
H 3.45 -0.78 -1.85  0.468
H 2.54 0.10 -0.95  0.487
O -1.08 1.04 1.93  -0.967
H -1.44 0.15 1.72  0.490
H -1.49 1.33 2.74  0.494
O -1.10 3.89 2.26  -0.939
H -0.81 2.98 2.08  0.473
H -1.79 3.84 2.93  0.463
O -1.15 -1.12 -1.51  -0.955
H -1.31 -0.91 -2.41  0.483
H -1.08 -0.30 -1.04  0.471

Summary:
* frontier orbital gap: 10.1 eV
* lowest unoccupied orbital energy: -0.641 eV
* spin multiplicity: 1
* energy above the lowest of the compared OMol25 structures with the same formula, charge and spin: 276.6 kJ/mol
* electronic energy: -16639.14352 eV
* SMILES string: O.O.O.O.O.O.O.O



ORCA calculation (ωB97M-V/def2-TZVPD) on 4 unconnected molecules or ions with the total composition C2H8O2 at a distorted geometry.

Last column: natural (NBO) charge in e.
Positions of all 12 atoms, in Å:
C 1.35 0.29 -0.83  -0.328
C 0.91 -0.92 -0.43  -0.373
H 0.73 1.18 -0.83  0.273
H 2.36 0.29 -1.23  0.209
H -0.10 -1.02 -0.04  0.297
H 1.52 -1.82 -0.63  0.223
H -1.59 -0.52 2.31  0.462
H -2.29 0.80 -0.58  0.468
O -1.11 -0.36 1.49  -1.138
H 0.80 0.16 1.01  0.424
H -1.16 0.72 0.31  0.500
O -1.42 1.20 -0.55  -1.018

Summary:
* frontier orbital gap: 8.2 eV
* lowest unoccupied orbital energy: -1.161 eV
* spin multiplicity: 1
* energy above the lowest of the compared OMol25 structures with the same formula, charge and spin: 515.5 kJ/mol
* electronic energy: -6293.06788 eV



ORCA calculation (ωB97M-V/def2-TZVPD) on C5H11NO2 in the gas phase at a distorted geometry.

Last column: natural (NBO) charge in e.
Positions of all 19 atoms, in Å:
N -0.93 -1.73 1.76  -0.829
C -1.03 -0.83 0.63  -0.144
C -1.90 -1.27 -0.55  0.430
O -1.63 -2.21 -1.25  -0.515
C 0.38 -0.36 0.09  -0.414
C 0.41 1.13 -0.17  -0.425
C 1.48 1.69 -1.07  -0.065
O 2.64 2.12 -0.33  -0.723
H -1.76 -1.66 2.32  0.372
H -0.64 -2.65 1.46  0.376
H -1.56 0.10 0.94  0.183
H -2.76 -0.61 -0.76  0.103
H 1.05 -0.64 0.92  0.214
H 0.78 -0.92 -0.74  0.215
H -0.47 1.27 -0.86  0.188
H 0.17 1.72 0.71  0.219
H 1.03 2.59 -1.50  0.188
H 1.80 0.90 -1.75  0.168
H 2.95 1.37 0.16  0.458

Summary:
* frontier orbital gap: 10.0 eV
* lowest unoccupied orbital energy: 0.695 eV
* spin multiplicity: 1
* energy above the lowest of the compared OMol25 structures with the same formula, charge and spin: 202.8 kJ/mol
* electronic energy: -10947.16515 eV
* SMILES string: N[C@H](C=O)CCCO



ORCA calculation (ωB97M-V/def2-TZVPD) on C4H5NO2S in the gas phase.

Last column: natural (NBO) charge in e.
Positions of all 13 atoms, in Å:
C -1.73 0.61 -0.15  -0.689
C -0.42 0.62 0.60  0.122
S -0.19 1.50 1.96  0.008
N 0.61 -0.20 0.07  -0.559
C 0.70 -0.56 -1.30  0.548
O -0.04 -0.18 -2.16  -0.526
C 1.64 -0.70 0.91  0.556
O 2.59 -1.30 0.50  -0.533
H -1.99 -0.42 -0.40  0.235
H -2.49 1.06 0.52  0.243
H -1.66 1.24 -1.06  0.270
H 1.54 -1.23 -1.45  0.165
H 1.45 -0.45 1.98  0.161

Summary:
* frontier orbital gap: 8.7 eV
* lowest unoccupied orbital energy: -0.644 eV
* spin multiplicity: 1
* energy above the lowest of the compared OMol25 structures with the same formula, charge and spin: 116.5 kJ/mol
* electronic energy: -20648.97185 eV
* SMILES string: CC(=S)N(C=O)C=O



> spin multiplicity of number 1 (C5H7NO)?

1



> Which value of electronic energy does entry 6 give?

-10947.16515 eV